The following is a DFT calculation (wB97M-V/def2-TZVPD) of a structure of composition C43H38BrN5O2PbSSb at a distorted geometry.

HOMO-LUMO gap, eV: 6.90
Relative energy (zero: lowest compared OMol25 entry of this formula, charge and spin), kJ/mol: 388.8
Charge: +1
Molecular weight, g/mol: 1097.7

Structure (XYZ):
```
92
Properties=species:S:1:pos:R:3:mulliken_charge:R:1
Pb -2.05143 -0.36548 1.60188 1.018
O -0.52195 -2.30971 5.56654 -0.725
C 0.19686 -3.29977 4.96719 0.448
C 1.20278 -3.92240 5.64229 -0.870
C 2.01827 -4.88465 4.97466 -0.472
C 1.74336 -5.27750 3.66923 -0.424
C 0.72314 -4.63981 3.02789 -0.597
C -0.09678 -3.68825 3.64308 0.339
C -1.10367 -2.89552 2.82007 0.772
O -1.24985 -1.67849 3.19910 -1.045
N -1.70900 -3.49760 1.87855 -1.073
N -2.55543 -2.63172 1.19194 0.544
C -3.31296 -3.11520 0.27591 -0.792
C -4.25269 -2.21112 -0.39761 0.713
C -5.14225 -2.60356 -1.33332 -0.862
C -5.90035 -1.59228 -1.92374 -0.118
C -5.70941 -0.30988 -1.67207 -0.990
C -4.74429 0.01886 -0.66452 -0.090
N -4.10412 -0.91412 -0.01401 0.005
H -1.03096 -1.84153 4.88538 0.459
H 1.36150 -3.82808 6.66577 0.549
H 2.79469 -5.43090 5.50385 0.384
H 2.21672 -6.06330 3.04790 0.391
H 0.48625 -4.98061 2.00653 0.673
H -3.27906 -4.22442 0.22134 0.441
H -5.22163 -3.52284 -1.85464 0.419
H -6.68016 -1.87885 -2.64065 0.399
H -6.21021 0.40633 -2.22784 0.480
H -4.40404 1.02176 -0.40975 0.516
C 0.17244 4.50310 4.97595 -1.307
C 0.70536 3.23597 4.29034 0.675
C 1.95729 2.72550 4.62534 -0.400
C 2.41514 1.60384 3.99065 -0.736
C 1.51368 1.05777 3.04495 0.275
Br 1.90830 -0.50236 1.92565 -0.137
N 0.28831 1.47226 2.73807 0.089
C -0.11636 2.52270 3.39079 -0.647
H -0.63937 4.24570 5.66193 0.311
H -0.23024 5.22534 4.18580 0.276
H 0.98156 5.05087 5.43712 0.378
H 2.58458 3.38794 5.21517 0.325
H 3.44534 1.28826 4.09195 0.451
H -1.09006 2.83037 3.03995 0.494
S -1.33642 -1.09459 -0.95962 -0.212
Sb 0.60880 -0.67442 -2.09357 1.610
C 0.21700 -1.19182 -4.07413 0.500
C -0.23308 -2.47328 -4.39091 -0.274
C -0.47975 -2.92608 -5.64612 -0.654
C -0.25555 -2.04414 -6.71078 -0.408
C 0.24884 -0.75464 -6.43399 -0.846
C 0.43594 -0.30513 -5.13214 -0.401
C 2.00533 -2.10200 -1.38901 0.123
C 1.70413 -2.67835 -0.16832 -0.860
C 2.58154 -3.59098 0.38894 0.232
C 3.76265 -3.88298 -0.26663 -0.895
C 4.00016 -3.39064 -1.58184 -0.667
C 3.06997 -2.51292 -2.17008 -0.665
C 1.61698 1.19052 -2.14916 0.345
C 0.98128 2.32514 -2.73009 -0.322
C 1.71347 3.55159 -2.77425 -0.853
C 2.92339 3.68523 -2.17414 -0.535
C 3.51529 2.58473 -1.55576 -0.735
C 2.85706 1.34784 -1.56206 -0.206
H -0.51365 -3.23928 -3.58726 0.184
H -0.85271 -3.94316 -5.89592 0.361
H -0.53283 -2.42200 -7.69994 0.374
H 0.34447 -0.15244 -7.28669 0.434
H 0.81912 0.67792 -4.87507 0.440
H 0.70113 -2.42513 0.22820 0.462
H 2.29660 -4.03114 1.31320 0.380
H 4.41923 -4.68116 0.00580 0.428
H 4.90768 -3.63431 -2.10143 0.430
H 3.23408 -2.14138 -3.14675 0.542
H 0.03970 2.23951 -3.23063 0.595
H 1.23830 4.35986 -3.32098 0.375
H 3.31535 4.68530 -2.15541 0.430
H 4.54136 2.61538 -1.13964 0.403
H 3.30764 0.52075 -0.98966 0.323
N -0.98522 2.64753 -0.29182 0.486
C -1.02069 4.00472 -0.55055 1.104
C -1.98480 4.45285 -1.38198 -0.459
C -2.04907 5.80533 -1.73799 -0.522
C -1.02275 6.72197 -1.29790 -0.607
C -0.05329 6.18071 -0.38150 -0.380
C -0.10413 4.85537 0.07372 -0.587
H -0.27029 2.25198 0.30184 -0.398
H -1.85023 2.16888 -0.40479 -0.297
H -2.73380 3.69744 -1.72992 0.277
H -2.74297 6.08478 -2.53515 0.345
H -0.87179 7.83340 -1.57884 0.283
H 0.69817 6.94418 -0.18031 0.382
H 0.42900 4.37245 0.88637 0.399
```

The following is a DFT calculation (wB97M-V/def2-TZVPD) of a structure of composition C43H38ClN2O4PS at a distorted geometry.

HOMO-LUMO gap, eV: 6.83
Molecular weight, g/mol: 745.3

Structure (XYZ):
```
90
Properties=species:S:1:pos:R:3:mulliken_charge:R:1
C 1.64708 -1.45334 -0.35423 -1.168
C 1.06238 -2.21070 -1.63151 -0.434
C -0.43501 -2.68762 -1.45642 -0.783
C -1.16889 -2.83006 -2.87260 -0.893
C -2.49287 -2.01232 -2.98372 0.488
C -3.75680 -2.78617 -3.32019 -1.484
C -5.06847 -2.17286 -3.46513 0.234
P -6.47937 -3.38211 -3.83454 0.076
C -7.15741 -3.76796 -2.09562 -0.920
C -7.89340 -2.50666 -4.69775 -0.969
C -5.27089 -0.68504 -3.32060 0.275
N -6.43178 0.03172 -3.44726 -0.520
S -5.92860 1.60928 -3.11372 0.057
N -4.31103 1.38763 -2.84171 -0.358
C -3.95726 0.05605 -2.97314 0.823
C -2.58876 -0.56131 -2.78585 0.153
C -1.32161 0.26810 -2.39307 0.140
C -1.34100 1.78126 -2.84173 -1.036
C -1.84320 2.77136 -1.69676 -0.596
Cl -0.51901 3.04012 -0.47379 -0.167
H 1.71799 -0.34332 -0.54888 0.293
H 1.00961 -1.65347 0.55988 0.286
H 2.67230 -1.85073 -0.09627 0.248
H 1.70931 -3.12370 -1.78507 0.409
H 1.18311 -1.58439 -2.55989 0.400
H -1.03457 -2.03874 -0.76073 0.449
H -0.40143 -3.71008 -0.96871 0.404
H -1.44257 -3.92735 -2.95786 0.322
H -0.46735 -2.64581 -3.74320 0.459
H -3.66109 -3.89788 -3.46655 0.173
H -7.87616 -4.62556 -2.10044 0.339
H -7.61563 -2.80155 -1.72305 0.267
H -6.24676 -3.93912 -1.45761 0.288
H -7.65295 -2.13938 -5.72832 0.327
H -8.73583 -3.25796 -4.82047 0.345
H -8.32025 -1.69941 -4.03018 0.263
H -0.45019 -0.21712 -2.93198 -0.047
H -1.11494 0.13591 -1.28722 0.287
H -0.27256 2.07712 -3.05324 0.416
H -1.91651 1.91736 -3.79649 0.485
H -2.75773 2.37949 -1.17126 0.292
H -2.17062 3.72883 -2.19554 0.374
C -1.84579 11.35692 4.18662 -0.454
C -2.99946 10.58235 4.27572 -0.460
C -2.95684 9.23226 3.95850 -0.546
C -1.76228 8.65297 3.53907 0.227
C -0.61173 9.43475 3.42665 0.159
C -0.65466 10.78556 3.76259 -0.556
C 0.65720 8.84271 2.93396 0.616
O 1.66115 9.52324 2.83948 -0.669
C 0.67704 7.40995 2.55099 0.246
C 1.84319 6.85288 2.03317 -0.544
C 1.87550 5.50977 1.68417 -0.684
C 0.74585 4.71538 1.85960 -0.603
C -0.42011 5.26706 2.37001 -0.747
C -0.46131 6.61702 2.70806 0.273
C -1.72372 7.20428 3.21947 0.541
O -2.71303 6.51227 3.36948 -0.670
H -1.87832 12.40967 4.44347 0.393
H -3.93231 11.03286 4.59519 0.392
H -3.85619 8.63217 4.03432 0.460
H 0.23941 11.39370 3.68966 0.462
H 2.72673 7.46580 1.89731 0.467
H 2.78306 5.07930 1.27621 0.395
H 0.77503 3.66672 1.59422 0.838
H -1.29825 4.64524 2.49993 0.458
C 2.38770 -5.76911 3.33625 -0.615
C 3.15286 -6.63776 4.11012 -0.427
C 4.43906 -6.97407 3.71252 -0.661
C 4.96168 -6.45224 2.53240 0.372
C 4.18580 -5.60079 1.74452 0.138
C 2.90179 -5.25195 2.15588 -0.446
C 4.71046 -5.07587 0.45987 0.458
O 4.03510 -4.33060 -0.22502 -0.597
C 6.06793 -5.48198 0.02115 0.178
C 6.55280 -5.04417 -1.20875 -0.514
C 7.82661 -5.40793 -1.62211 -0.506
C 8.62542 -6.20316 -0.80459 -0.468
C 8.14458 -6.64634 0.41920 -0.579
C 6.86165 -6.29528 0.83123 0.217
C 6.34453 -6.80397 2.12550 0.524
O 7.03978 -7.50201 2.83857 -0.674
H 1.38636 -5.50000 3.65272 0.413
H 2.74532 -7.05090 5.02571 0.387
H 5.03272 -7.64647 4.32085 0.468
H 2.30033 -4.58032 1.55404 0.616
H 5.93665 -4.42233 -1.84785 0.459
H 8.20004 -5.07020 -2.58217 0.407
H 9.62303 -6.48078 -1.12537 0.395
H 8.76829 -7.26907 1.04989 0.463
```

Number 1: HOMO energy -10.1 eV. Number 2: HOMO energy -8.0 eV.